{
  "formula": "C5H12NO2",
  "method": "ωB97M-V with the def2-TZVPD basis set",
  "species": ["C", "C", "O", "C", "C", "O", "C", "N", "H", "H", "H", "H", "H", "H", "H", "H", "H", "H", "H", "H"],
  "coordinates": [[2.26346, 0.87360, -0.38276], [1.60487, -0.40708, -0.45868], [2.17816, -1.45962, -0.51696], [0.04443, -0.44585, -0.41230], [-0.64716, 0.59795, -1.32884], [-0.36012, -1.73291, -0.78608], [-0.35106, -0.17427, 1.21746], [-1.57179, -1.00744, 1.47907], [2.15102, 1.38345, -1.38900], [3.32717, 0.68512, 0.10119], [1.61528, 1.61866, 0.33684], [-1.60483, 0.32912, -1.61733], [-0.10511, 0.57951, -2.27268], [-0.84218, 1.46148, -0.77727], [0.44647, -2.16552, -1.00529], [0.56656, -0.47654, 1.79039], [-0.69070, 0.94262, 1.39334], [-1.27314, -1.60538, 2.24092], [-1.51495, -1.66535, 0.53578], [-2.33560, -0.36237, 1.45895]],
  "forces_ev_per_a": [[0.424, 2.935, 2.190], [-1.494, -0.558, 0.144], [0.117, -0.650, -0.212], [-0.556, 1.300, 0.910], [1.840, -1.832, 0.413], [-1.787, 1.182, 1.004], [0.717, 1.980, -2.114], [3.166, -1.821, -3.401], [0.853, -0.533, 1.074], [-2.051, 0.897, -1.573], [1.662, -1.780, -1.566], [-2.031, -1.326, -0.346], [0.178, 0.994, 0.086], [0.667, 2.116, 0.214], [1.531, -1.499, -0.137], [-1.375, 0.258, -0.021], [1.270, -2.267, -0.289], [-1.501, -0.001, 0.722], [-0.510, 1.047, 2.036], [-1.119, -0.443, 0.867]],
  "total_energy_ha": -402.636783,
  "spin_multiplicity": 1,
  "smiles": "CC(=O)[C@@](C)(O)C[NH3+]",
  "charge": 1,
  "gap_ev": 10.573
}